185
Properties=species:S:1:pos:R:3:forces:R:3 method="wB97M-V/def2-TZVPD" de_lowest_ev=4.991 total_energy_ev=-132085.01667 orbital_gap_ha=0.2153 total_charge=+3 lumo_ha=-0.224 homo_ev=-12.0
C 5.5501 -1.8387 -0.2872 -0.5 -1.2 0.4
N 5.6816 -0.7571 0.7337 0.4 0.8 -0.5
C 5.2136 0.5998 0.0350 -0.5 0.0 2.2
C 4.8942 -1.1006 2.0427 -0.3 0.0 -2.5
C 7.1723 -0.5767 1.1163 -0.8 -0.1 0.6
C 7.9746 -1.8053 1.6041 0.7 -0.7 -1.6
O 8.5778 -2.4526 0.5048 -0.7 0.0 -1.6
H 4.5172 -2.1337 -0.4719 -0.3 0.5 0.2
H 6.0037 -2.7307 0.1449 0.3 0.1 -0.3
H 5.9842 -1.5891 -1.2554 0.3 0.2 0.4
H 5.4523 1.4167 0.7160 0.3 -0.2 0.2
H 4.1252 0.6445 -0.0034 0.0 -0.6 -0.2
H 5.6272 0.9141 -0.9233 0.4 -1.2 0.0
H 5.1920 -0.4917 2.8964 0.0 0.1 -0.4
H 5.0431 -2.1630 2.2355 0.1 0.2 0.0
H 3.8720 -0.9618 1.6908 -0.3 0.1 0.8
H 7.0584 0.0062 2.0303 0.5 0.8 -0.4
H 7.5027 -0.0413 0.2261 1.1 -0.1 0.6
H 7.3241 -2.5319 2.0908 -0.1 0.3 0.6
H 8.8642 -1.5490 2.1795 -0.8 0.8 1.0
H 9.1817 -3.1636 0.7313 0.0 0.0 0.4
C 4.3501 1.0474 7.5355 -1.7 1.0 0.1
N 3.0050 1.4072 6.8741 -1.2 -2.4 0.8
C 1.9291 1.2052 7.9992 0.9 -0.3 -0.4
C 3.0493 2.8323 6.4505 -0.5 -1.4 -0.9
C 2.7259 0.3479 5.6994 0.6 2.0 1.3
C 1.6391 0.7135 4.7166 -1.0 -1.0 -0.3
O 0.4388 1.2157 5.2270 0.5 0.9 1.6
H 4.2718 1.7781 8.3406 1.3 0.0 0.1
H 5.1434 1.1977 6.8033 0.0 0.1 0.4
H 4.3543 0.0635 8.0044 -0.2 -0.1 -0.5
H 0.9179 1.5038 7.7227 0.3 -0.2 -0.6
H 2.1996 1.7599 8.8976 0.4 0.3 -0.3
H 2.0239 0.1538 8.2708 -0.5 0.0 -0.1
H 3.8395 2.8146 5.6999 0.4 1.0 0.4
H 3.1230 3.4160 7.3681 0.4 0.3 -0.5
H 2.1291 3.0199 5.8972 -0.1 0.2 0.3
H 2.6205 -0.6096 6.2096 -0.3 0.2 0.0
H 3.6527 0.3332 5.1259 0.1 -0.1 0.1
H 1.3752 -0.2722 4.3332 0.4 -0.1 -0.9
H 1.9882 1.3605 3.9119 0.3 0.0 0.0
H -0.2992 0.8524 4.7321 -0.2 -0.4 -0.8
C -1.6455 3.2496 2.9840 -1.6 0.3 0.0
N -2.1095 3.9548 4.2533 0.1 1.6 1.5
C -2.6307 2.8550 5.2769 0.8 1.2 -1.3
C -0.9846 4.8760 4.8878 -0.9 -2.2 0.1
C -3.2974 4.8511 3.8449 -0.4 -0.1 -0.4
C -4.0729 5.5188 4.9728 -0.8 -1.7 -0.2
O -3.2402 6.3103 5.7085 1.6 1.4 1.0
H -2.4771 2.5641 2.8208 0.6 -0.5 -0.2
H -0.6707 2.7627 3.0096 -0.3 0.2 0.5
H -1.7900 3.9160 2.1337 0.5 0.3 0.1
H -1.8340 2.1115 5.2531 -0.5 -0.1 0.1
H -3.5948 2.5195 4.8947 0.3 -0.3 -0.3
H -2.8186 3.2131 6.2891 0.4 0.5 -0.2
H -1.2640 5.1013 5.9171 -0.3 0.4 -0.4
H -0.8322 5.7643 4.2749 0.0 -0.3 0.1
H -0.1323 4.2030 4.9816 0.3 0.2 -0.5
H -3.9077 4.1915 3.2279 -0.4 0.0 0.2
H -3.0222 5.6425 3.1478 0.9 -0.2 0.0
H -4.4725 4.7562 5.6413 -0.5 -0.3 -0.1
H -4.9110 6.1131 4.6090 -0.1 -0.3 -0.6
H -3.7526 6.7712 6.3768 0.0 0.2 0.0
C 1.8428 1.1317 -2.4035 0.1 1.5 -0.4
C 2.4574 2.5536 -2.8091 -1.2 -1.3 0.4
C 3.4086 2.5460 -3.9864 1.9 0.4 0.4
C 2.8560 2.4071 -5.3884 -0.4 0.1 0.0
P 4.0083 1.9942 -6.7500 -1.2 0.3 -0.3
C 5.0733 3.4239 -7.2855 -1.2 -0.6 0.3
C 6.1443 3.1067 -8.3362 1.1 1.3 1.6
C 7.5115 2.7655 -7.6648 -0.8 -0.7 0.0
C 8.6238 2.5676 -8.6410 1.3 -1.0 -1.2
C 4.9381 0.6261 -6.2111 1.3 -2.6 1.0
C 4.0490 -0.5320 -5.5120 -0.4 0.0 -0.7
C 4.5017 -2.0244 -5.4086 1.1 1.1 1.6
C 3.5540 -2.9229 -4.5473 0.5 -0.2 -1.5
C 2.9662 1.2091 -8.0643 0.6 0.7 -0.5
C 3.6942 0.3008 -9.1040 -0.6 0.1 0.1
C 2.7276 -0.1763 -10.1475 -0.6 -1.0 -0.9
C 3.2083 -1.4132 -10.9756 -0.4 0.5 -0.4
H 2.6167 0.4255 -2.1028 0.2 -0.1 -0.4
H 1.2387 0.7429 -3.2233 0.2 -0.3 -0.1
H 1.1606 1.1596 -1.5538 0.0 0.5 0.0
H 2.9577 2.9802 -1.9397 0.2 -0.1 0.0
H 1.6907 3.2857 -3.0625 -0.5 -0.2 0.2
H 4.1662 1.7729 -3.8578 0.1 -0.2 0.2
H 3.9687 3.4741 -3.8721 0.1 0.2 -0.4
H 2.3249 3.3090 -5.6929 -0.3 -0.1 0.0
H 2.1655 1.5673 -5.3101 -0.3 0.0 -0.6
H 5.4537 3.9243 -6.3951 0.4 -0.5 0.3
H 4.4327 4.2191 -7.6668 -0.6 -0.3 -0.2
H 6.2616 4.0985 -8.7728 0.1 -0.4 -0.9
H 5.8140 2.3428 -9.0400 0.2 0.3 -0.1
H 7.3273 1.8070 -7.1797 0.3 -0.3 0.2
H 7.8530 3.3889 -6.8384 -0.6 0.7 -0.2
H 9.6207 2.4422 -8.2186 -0.2 0.0 0.6
H 8.8315 3.2780 -9.4412 -0.7 0.6 0.2
H 8.4702 1.6246 -9.1657 -0.1 -0.1 -0.2
H 5.8325 0.9188 -5.6612 -0.3 0.2 0.8
H 5.4768 0.2508 -7.0812 -0.4 -0.4 -0.5
H 3.1515 -0.7076 -6.1052 -0.3 0.7 -0.3
H 3.6600 -0.1673 -4.5614 0.3 0.0 0.1
H 5.4422 -2.0821 -4.8607 0.5 0.2 -0.4
H 4.6709 -2.3736 -6.4272 -0.1 -0.4 0.2
H 3.1470 -2.4781 -3.6393 -0.3 0.4 -0.4
H 4.0892 -3.8028 -4.1903 0.2 0.0 -0.2
H 2.8310 -3.3113 -5.2646 -0.7 0.1 0.7
H 2.3775 2.0175 -8.4980 0.1 0.1 -0.4
H 2.2118 0.5647 -7.6129 0.1 0.1 0.5
H 3.9723 -0.6151 -8.5826 0.7 0.2 0.1
H 4.4972 0.7088 -9.7178 0.5 0.3 0.8
H 2.4683 0.6039 -10.8631 0.2 0.2 0.0
H 1.7647 -0.4010 -9.6888 -0.1 -0.4 0.1
H 3.5023 -2.3323 -10.4687 -0.4 0.2 0.6
H 4.0452 -1.2526 -11.6553 0.1 0.7 0.1
H 2.3767 -1.6204 -11.6490 0.0 -0.4 0.0
C -1.6303 -4.1375 0.2972 0.7 -0.3 -0.1
C -2.7812 -4.8198 1.0828 0.8 1.3 0.6
C -3.1482 -4.0262 2.4264 0.2 0.0 -2.1
C -4.6617 -4.1172 2.7522 0.0 -0.9 -0.4
P -5.9636 -3.0642 1.9429 0.7 -0.4 -0.9
C -5.8626 -1.4278 2.7181 0.0 -0.4 0.0
C -5.7409 -1.4787 4.2777 -1.3 -0.7 -0.5
C -5.6285 -0.1434 4.9056 0.9 1.2 0.8
C -5.8559 -0.0765 6.4542 0.3 -0.1 -1.4
C -5.5865 -2.9641 0.0939 -0.7 0.0 0.8
C -6.7188 -2.2340 -0.6707 0.2 -0.1 1.8
C -6.5175 -2.0680 -2.1364 -0.3 -0.2 -1.8
C -5.3961 -1.2377 -2.6175 3.1 0.6 0.3
C -7.6907 -3.7760 2.1771 1.4 0.4 -0.2
C -7.9097 -5.2978 1.8970 -0.2 0.9 1.3
C -9.3225 -5.6537 2.3741 -0.9 0.2 -1.0
C -10.4560 -4.9161 1.5952 -0.3 0.0 0.2
H -0.6337 -4.1006 0.7372 -0.2 0.2 1.2
H -1.8762 -3.1146 0.0122 -0.2 0.0 0.1
H -1.2848 -4.6466 -0.6025 -1.0 -0.4 -0.4
H -3.5913 -4.8312 0.3536 -0.3 -0.5 0.4
H -2.5119 -5.7958 1.4864 -0.1 -0.3 -0.9
H -2.5699 -4.5633 3.1783 -0.3 0.4 0.4
H -2.7318 -3.0286 2.2872 -0.3 0.2 0.4
H -4.9030 -5.1165 2.3898 -0.4 -0.3 0.0
H -4.8091 -4.1986 3.8292 -0.3 0.4 0.0
H -5.0605 -0.8776 2.2262 0.6 -0.3 0.2
H -6.7205 -0.9000 2.3015 -0.5 0.2 0.7
H -6.6609 -1.8448 4.7333 -0.4 -0.6 -0.4
H -4.9735 -2.1554 4.6535 0.3 0.1 -0.4
H -4.6011 0.2012 4.7885 0.0 0.3 -0.6
H -6.3055 0.5416 4.3951 0.1 0.2 0.0
H -4.9881 0.4887 6.7941 -0.5 0.2 0.7
H -5.8231 -1.0619 6.9189 -0.2 0.0 0.0
H -6.8039 0.4295 6.6371 0.2 -0.1 0.5
H -5.5898 -4.0033 -0.2347 0.6 -0.1 -0.1
H -4.6386 -2.4380 -0.0200 0.3 -0.3 0.0
H -6.7549 -1.2763 -0.1514 -0.6 0.4 -0.4
H -7.5935 -2.8292 -0.4084 -0.5 0.4 -0.4
H -7.3025 -1.5931 -2.7250 -1.1 -0.2 1.0
H -6.4066 -3.0014 -2.6882 -0.1 -0.6 0.5
H -4.4055 -1.5625 -2.2994 0.3 -0.9 0.2
H -5.2651 -0.2300 -2.2231 -1.1 0.5 -0.4
H -5.3139 -1.3168 -3.7015 -0.3 0.6 0.0
H -8.4063 -3.1357 1.6613 0.3 0.0 -0.6
H -7.8967 -3.4395 3.1932 0.0 -0.8 0.5
H -7.2212 -5.8720 2.5171 0.2 0.0 0.0
H -7.7439 -5.6134 0.8670 -0.1 0.4 -0.1
H -9.4517 -5.4646 3.4397 0.2 0.1 0.0
H -9.4335 -6.7296 2.2390 -0.2 0.0 0.0
H -10.6233 -5.2463 0.5700 0.4 -0.3 0.0
H -10.3677 -3.8312 1.5376 0.5 0.1 0.1
H -11.4404 -5.0109 2.0535 0.1 -0.4 0.3
C -5.0146 1.5679 0.8540 2.0 2.7 -1.7
F -4.3074 1.4863 2.0430 -1.6 -0.1 -0.1
F -4.3950 0.7083 0.0600 -0.4 -1.0 -0.2
F -6.3058 1.2898 0.9254 0.2 -0.6 1.0
S -4.7743 3.3149 0.0061 -1.8 2.1 -1.6
O -4.9423 3.0916 -1.4399 -0.1 -0.8 1.9
O -5.8285 4.1547 0.6097 1.0 -1.5 0.0
O -3.4424 3.7921 0.3041 0.8 -0.7 1.1
C 0.3953 -0.8242 1.1404 0.5 -1.0 -0.3
F 1.4226 0.0256 0.8700 -0.3 0.3 0.0
F 0.2124 -1.5847 0.0466 -0.2 0.7 0.1
F 0.9496 -1.6964 2.0391 -0.7 0.5 0.4
S -1.2192 0.0974 1.6596 -0.3 1.7 -1.1
O -2.3009 -0.8074 1.2876 1.4 0.7 0.2
O -1.0444 0.1983 3.1256 0.2 0.1 -0.9
O -1.0965 1.3852 0.8859 0.0 -3.4 2.0